[1]
{"formula": "CuH16O8", "method": "the ωB97M-V functional and the def2-TZVPD basis", "species": ["Cu", "O", "H", "H", "O", "H", "H", "O", "H", "H", "O", "H", "H", "O", "H", "H", "O", "H", "H", "O", "H", "H", "O", "H", "H"], "coordinates": [[9.486, 1.702, -19.743], [8.269, 0.388, -20.236], [8.480, -0.325, -20.839], [7.786, -0.035, -19.525], [8.355, 1.771, -18.342], [8.007, 0.881, -18.302], [7.702, 2.305, -17.890], [10.138, 2.312, -21.281], [10.694, 1.996, -21.993], [10.674, 2.963, -20.828], [10.673, 2.586, -18.624], [11.360, 1.925, -18.537], [10.262, 2.622, -17.761], [11.365, 3.795, -20.107], [10.521, 4.182, -20.339], [11.156, 3.153, -19.429], [8.578, 3.239, -20.014], [7.904, 3.172, -19.338], [8.132, 3.642, -20.759], [9.713, 0.140, -17.659], [10.218, 0.232, -18.467], [9.773, 0.998, -17.239], [10.780, 0.486, -19.503], [11.475, 0.684, -18.875], [11.112, -0.263, -19.999]], "forces_ev_per_angstrom": [[-0.8893, -2.0577, -2.3168], [-2.4004, -2.8930, -1.5649], [-0.1977, -0.3937, -0.4892], [-0.5349, -0.8609, -0.2502], [-4.6324, 1.0627, 4.8166], [0.1123, -0.1138, 1.1975], [-0.7916, 0.3395, 0.8132], [0.1904, -1.6734, -7.4452], [0.1363, -0.0916, -0.4806], [1.7918, 0.6043, -0.9148], [0.2075, -2.6114, 9.3757], [0.7503, 1.0099, 1.0275], [-0.1378, 0.8454, 0.7144], [3.3716, 5.0232, -3.7638], [-0.0464, 1.5722, 0.5754], [1.3215, 2.9753, -0.9974], [-3.6126, 5.7833, -0.6925], [-0.3494, 0.6564, -0.3951], [-0.0978, 0.3369, -0.7069], [-0.6703, -2.0124, 4.5487], [-1.4906, -1.4598, 1.1669], [-0.3527, -0.6794, 0.7137], [6.0313, -3.2805, -4.1043], [1.8111, -1.2311, -0.2022], [0.4796, -0.8504, -0.6256]], "multiplicity": 1, "gap_ev": 6.323, "de_lowest_kcal_mol": 316.68, "total_charge": 1, "e_homo_ev": -10.2, "fmax_ev_per_a": 9.735}

---

[2]
{"formula": "CuI4", "method": "the ωB97M-V functional and the def2-TZVPD basis", "species": ["Cu", "I", "I", "I", "I"], "coordinates": [[-0.117, 0.051, -0.198], [2.176, -0.082, -1.507], [-2.769, -0.400, -1.006], [0.515, 2.507, 1.068], [0.196, -2.076, 1.642]], "forces_ev_per_angstrom": [[0.1267, -0.1373, 0.4002], [-0.4314, -0.0428, 0.1829], [0.5963, 0.2396, 0.1448], [-0.2793, -0.3831, -0.3238], [-0.0123, 0.3236, -0.4041]], "multiplicity": 2, "gap_ev": [6.826, 5.115], "de_lowest_kcal_mol": 1.80, "total_charge": -2, "e_homo_ev": [-1.8, -1.5], "fmax_ev_per_a": 0.659, "s2": 0.757}

---

[3]
{"formula": "F2Fe2H6O3", "method": "the ωB97M-V functional and the def2-TZVPD basis", "species": ["Fe", "Fe", "F", "F", "O", "H", "H", "O", "H", "H", "O", "H", "H"], "coordinates": [[11.903, 24.554, 2.546], [10.737, 22.096, -0.035], [11.086, 22.702, 1.984], [12.835, 21.764, -0.246], [8.709, 22.495, 0.175], [8.595, 23.081, 0.923], [7.818, 22.299, -0.113], [9.298, 21.653, 4.370], [9.978, 21.032, 4.631], [9.704, 22.175, 3.677], [12.572, 20.071, 2.645], [12.704, 21.017, 2.596], [13.333, 19.747, 3.126]], "forces_ev_per_angstrom": [[-0.7029, -2.7465, -0.5875], [3.3538, -1.4851, -0.4589], [0.8630, 3.2748, 0.5632], [-4.0493, 1.1455, 0.5323], [1.3357, 0.2405, 0.2249], [-0.3270, 0.2239, 0.4871], [-0.5163, -0.5211, -0.6451], [-0.2010, 0.5025, -0.0811], [0.1924, -0.4506, 0.1741], [0.0850, -0.1498, -0.1666], [-0.5679, 0.2596, 0.0141], [0.2542, 0.0438, -0.1692], [0.2803, -0.3374, 0.1127]], "multiplicity": 9, "gap_ev": [4.254, 3.553], "total_charge": 2, "e_homo_ev": [-17.3, -17.3], "fmax_ev_per_a": 4.242, "s2": 20.012}

---

[4]
{"formula": "F2H10HfO5", "method": "the ωB97M-V functional and the def2-TZVPD basis", "species": ["Hf", "F", "F", "O", "H", "H", "O", "H", "H", "O", "H", "H", "O", "H", "H", "O", "H", "H"], "coordinates": [[-14.160, -0.490, 6.308], [-15.522, 0.276, 7.894], [-14.461, -2.197, 7.575], [-12.219, -1.851, 6.164], [-11.721, -2.190, 6.929], [-11.724, -2.159, 5.386], [-16.401, -1.072, 5.836], [-17.020, -0.691, 6.487], [-16.962, -1.413, 5.119], [-13.956, -4.989, 8.319], [-13.918, -4.043, 8.163], [-14.279, -5.080, 9.221], [-16.901, -2.952, 8.768], [-16.607, -3.739, 9.237], [-16.115, -2.614, 8.332], [-14.409, -1.133, 10.338], [-13.955, -1.828, 10.827], [-14.563, -1.502, 9.466]], "forces_ev_per_angstrom": [[-5.9580, -4.3942, 7.6943], [3.9338, -1.1154, -4.2471], [1.3262, 3.8305, -3.2803], [-0.9551, 1.3334, -0.3999], [-0.1935, -0.0896, 0.3694], [0.0659, 0.0478, -0.2394], [1.6015, 0.7754, -0.2473], [0.1482, 0.0556, 0.4620], [0.2481, -0.2582, -0.3434], [0.0333, 0.1778, -0.1263], [-0.0647, -0.0988, 0.1297], [0.0792, -0.2025, 0.0876], [-0.0249, 0.2813, -0.2452], [-0.1699, -0.1218, 0.0381], [-0.1476, -0.2664, 0.1971], [0.3783, 0.1702, -0.3395], [-0.0217, 0.0303, 0.2110], [-0.2791, -0.1551, 0.2790]], "multiplicity": 1, "gap_ev": 4.020, "de_lowest_kcal_mol": 0.00, "total_charge": 2, "e_homo_ev": -17.0, "fmax_ev_per_a": 10.678}

---

[5]
{"formula": "F2H12O6Pb", "method": "the ωB97M-V functional and the def2-TZVPD basis", "species": ["Pb", "F", "F", "O", "H", "H", "O", "H", "H", "O", "H", "H", "O", "H", "H", "O", "H", "H", "O", "H", "H"], "coordinates": [[33.229, -21.867, 12.768], [31.280, -23.539, 12.878], [34.314, -24.116, 12.875], [33.934, -19.398, 12.652], [33.844, -18.772, 11.934], [33.904, -18.862, 13.444], [35.130, -21.726, 11.041], [36.037, -21.946, 11.255], [35.045, -21.936, 10.111], [35.655, -21.513, 13.974], [35.457, -22.128, 14.680], [36.611, -21.480, 13.946], [32.758, -21.828, 15.466], [32.058, -21.204, 15.659], [32.425, -22.667, 15.784], [31.061, -20.243, 13.366], [30.808, -19.339, 13.180], [30.299, -20.620, 13.805], [32.411, -20.911, 10.631], [32.915, -20.563, 9.895], [31.512, -20.631, 10.460]], "forces_ev_per_angstrom": [[-0.1578, -3.0105, 0.3723], [1.0150, 1.3508, -0.0354], [-0.5804, 1.7160, 0.0306], [-0.0391, -0.1025, 0.1288], [-0.0269, 0.0770, -0.4168], [0.1414, 0.1155, 0.4710], [-0.2930, 0.4218, -0.1716], [0.2696, -0.1991, 0.3595], [-0.0871, -0.2606, -0.3461], [-0.4748, 0.2424, -0.0612], [0.0032, -0.3802, 0.3653], [0.3263, 0.0984, -0.1137], [0.3881, 0.1977, -0.4121], [-0.1867, 0.3293, 0.1291], [-0.0716, -0.5636, 0.0820], [0.3161, -0.0466, 0.0130], [0.0063, 0.3760, -0.0869], [-0.3726, -0.4047, 0.0552], [0.0440, 0.1198, -0.1921], [0.3391, 0.0329, -0.2811], [-0.5591, -0.1099, 0.1103]], "multiplicity": 2, "gap_ev": [11.057, 5.401], "total_charge": 1, "e_homo_ev": [-14.5, -12.9], "fmax_ev_per_a": 3.038, "s2": 0.777}

---

[6]
{"formula": "F2H16O10PSr2", "method": "the ωB97M-V functional and the def2-TZVPD basis", "species": ["Sr", "Sr", "O", "P", "O", "F", "F", "O", "H", "H", "O", "H", "H", "O", "H", "H", "O", "H", "H", "O", "H", "H", "O", "H", "H", "O", "H", "H", "O", "H", "H"], "coordinates": [[2.170, 0.545, -3.952], [-3.979, -0.306, -1.788], [0.821, 0.206, -1.698], [-0.266, 0.032, -0.655], [-1.729, 0.390, -1.012], [0.293, 0.996, 0.522], [-0.162, -1.441, -0.024], [2.129, -0.383, 2.960], [1.244, -0.383, 2.597], [2.618, 0.223, 2.403], [2.052, -3.129, -0.115], [1.332, -2.514, -0.259], [2.295, -3.003, 0.802], [3.098, 1.039, 0.901], [3.809, 1.061, 0.261], [2.314, 1.259, 0.396], [1.062, 2.786, -3.197], [0.959, 3.287, -2.388], [1.529, 3.376, -3.787], [-0.496, -3.349, 1.767], [-0.416, -2.638, 1.131], [-1.028, -2.980, 2.473], [-2.983, -2.551, -1.298], [-3.558, -3.315, -1.249], [-2.098, -2.915, -1.266], [0.726, 2.611, 2.299], [0.413, 2.122, 1.538], [0.508, 3.523, 2.104], [-4.330, 1.486, 0.003], [-3.486, 1.677, 0.412], [-4.840, 2.288, 0.119]], "forces_ev_per_angstrom": [[-0.3587, -0.1514, 0.6582], [0.8145, 0.3725, 0.6279], [-1.8645, -0.7873, 1.0158], [1.3019, 1.7211, -2.0130], [1.9853, -1.2610, 1.0624], [-1.8147, -2.6797, -1.7580], [-0.7172, 2.5063, -0.8705], [-0.2861, -0.6668, 0.4043], [-0.1638, 0.0540, 0.1536], [0.2980, 0.2544, -0.1620], [-0.0057, 0.0118, -0.5599], [0.3462, -0.1720, 0.0472], [0.1484, -0.0423, 0.4342], [0.1147, 0.1959, -0.4450], [0.4255, -0.0681, 0.0376], [-0.0404, 0.1554, 0.0271], [0.1823, -0.6292, -0.3466], [-0.0497, 0.1078, 0.4658], [0.0675, 0.6671, -0.3588], [-0.2011, -0.1761, -0.2227], [0.0486, -0.3589, 0.4812], [-0.0825, -0.0420, 0.4177], [-0.5705, 0.6130, -0.2616], [-0.2313, -0.5951, 0.1355], [0.5760, -0.1198, 0.1321], [-0.0775, 0.2274, 0.1486], [0.0684, 0.6968, 0.7757], [0.0616, 0.3733, 0.2177], [-0.0145, -0.5489, -0.6462], [0.5279, 0.0352, 0.3082], [-0.4887, 0.3064, 0.0936]], "multiplicity": 2, "gap_ev": [2.959, 6.580], "total_charge": 2, "e_homo_ev": [-10.7, -14.4], "fmax_ev_per_a": 3.683, "s2": 0.750}